(1)
{"formula": "C40H60Br4HfN2O4P2S2Se4", "method": "ωB97M-V/def2-TZVPD", "homo_ev": -1.51, "lumo_ev": 3.41, "charge": -2, "relative_energy_ev": 1.421, "elements": ["Hf", "Se", "Se", "Se", "Se", "Br", "C", "C", "Br", "C", "Br", "C", "O", "C", "O", "C", "Br", "N", "C", "C", "N", "C", "C", "C", "C", "C", "C", "C", "C", "H", "H", "H", "H", "H", "H", "H", "H", "H", "H", "H", "H", "H", "C", "C", "C", "O", "P", "S", "S", "O", "C", "C", "C", "H", "H", "H", "H", "H", "H", "H", "H", "H", "H", "H", "H", "H", "H", "C", "C", "C", "C", "C", "C", "P", "C", "C", "C", "C", "C", "C", "C", "C", "C", "C", "C", "C", "H", "H", "H", "H", "H", "H", "H", "H", "H", "H", "H", "H", "H", "H", "H", "H", "H", "H", "H", "H", "H", "H", "H", "H", "H", "H", "H", "H", "H", "H", "H", "H", "H"], "positions_angstrom": [[0.838, 1.020, -1.079], [0.228, 3.485, -1.989], [-1.978, 4.012, -1.619], [-2.340, 3.529, 0.720], [-0.697, 1.936, 1.134], [3.546, 1.052, 5.417], [3.246, 1.358, 3.571], [3.934, 2.365, 2.909], [5.206, 3.433, 3.820], [3.691, 2.573, 1.544], [4.561, 3.941, 0.574], [2.785, 1.799, 0.835], [2.521, 2.001, -0.451], [2.108, 0.726, 1.494], [1.278, -0.010, 0.763], [2.337, 0.552, 2.860], [1.400, -0.839, 3.741], [2.449, -1.831, -1.964], [2.180, -0.731, -1.737], [-0.421, -3.118, -2.902], [-0.111, -2.552, -4.245], [-1.127, -2.998, -5.226], [0.090, -1.023, -4.234], [-1.069, -0.298, -3.616], [-2.170, -0.021, -4.424], [-3.320, 0.551, -3.889], [-3.349, 0.822, -2.532], [-2.215, 0.600, -1.753], [-1.006, 0.071, -2.250], [-0.518, -4.198, -3.000], [-1.349, -2.675, -2.552], [0.377, -2.863, -2.223], [0.795, -2.909, -4.534], [-2.078, -2.555, -4.953], [-1.199, -4.083, -5.199], [-0.842, -2.664, -6.222], [0.273, -0.752, -5.275], [0.998, -0.855, -3.675], [-2.113, -0.215, -5.494], [-4.164, 0.794, -4.527], [-4.225, 1.275, -2.079], [-2.278, 0.871, -0.709], [5.302, -1.717, -5.573], [3.823, -1.944, -5.284], [3.064, -2.445, -6.508], [3.148, -0.813, -4.709], [3.257, 0.784, -5.008], [3.336, 1.209, -6.932], [1.729, 1.544, -3.995], [4.681, 1.029, -4.284], [5.393, 2.264, -3.995], [4.635, 3.217, -3.085], [5.868, 2.954, -5.265], [5.757, -2.663, -5.883], [5.810, -1.347, -4.683], [5.422, -0.983, -6.371], [3.742, -2.692, -4.495], [3.062, -1.675, -7.277], [2.023, -2.677, -6.249], [3.538, -3.352, -6.900], [6.266, 1.898, -3.454], [3.845, 3.738, -3.626], [5.336, 3.956, -2.686], [4.177, 2.692, -2.249], [5.020, 3.334, -5.833], [6.423, 2.263, -5.906], [6.519, 3.792, -4.993], [-2.956, -4.235, 6.149], [-1.472, -4.192, 5.792], [-1.275, -3.925, 4.279], [-2.448, -3.137, 3.660], [-2.929, -2.130, 4.719], [-3.596, -2.858, 5.900], [-1.924, -2.191, 2.133], [-1.093, -3.507, 1.072], [-1.670, -4.949, 1.108], [-0.581, -6.026, 0.999], [0.419, -5.643, -0.086], [1.205, -4.378, 0.322], [0.429, -3.496, 1.320], [-3.515, -2.002, 1.174], [-4.503, -3.197, 1.113], [-5.754, -2.936, 1.955], [-6.546, -1.736, 1.408], [-5.601, -0.637, 0.873], [-4.248, -0.708, 1.577], [-3.097, -4.539, 7.190], [-3.445, -4.993, 5.530], [-0.984, -5.129, 6.066], [-0.990, -3.402, 6.378], [-1.140, -4.875, 3.760], [-0.355, -3.349, 4.144], [-3.276, -3.817, 3.421], [-3.615, -1.395, 4.301], [-2.056, -1.564, 5.058], [-4.666, -2.983, 5.706], [-3.506, -2.242, 6.801], [-1.236, -3.096, 0.064], [-2.367, -5.081, 0.275], [-2.246, -5.123, 2.021], [-1.042, -6.995, 0.783], [-0.054, -6.126, 1.956], [-0.138, -5.463, -1.010], [1.104, -6.469, -0.289], [1.470, -3.788, -0.556], [2.148, -4.676, 0.788], [0.786, -2.469, 1.247], [0.640, -3.830, 2.339], [-3.130, -1.818, 0.167], [-4.033, -4.122, 1.439], [-4.815, -3.358, 0.073], [-5.450, -2.738, 2.990], [-6.388, -3.827, 1.976], [-7.183, -1.332, 2.201], [-7.213, -2.074, 0.610], [-6.046, 0.352, 1.007], [-5.442, -0.771, -0.201], [-4.419, -0.665, 2.658], [-3.628, 0.159, 1.336]], "lowdin_charge": [1.111, -0.041, -0.109, -0.125, 0.068, 0.650, -0.756, -0.759, 0.651, -0.626, 0.770, -0.418, -0.339, -0.480, -0.366, -0.624, 0.749, 0.009, -0.327, -0.007, -0.147, -0.016, -0.171, -0.309, -0.077, -0.098, -0.126, -0.234, -0.215, 0.089, 0.101, 0.051, 0.146, 0.090, 0.093, 0.101, 0.119, -0.005, 0.105, 0.091, 0.099, -0.023, -0.065, -0.464, -0.062, -0.370, -0.129, 0.165, 0.290, -0.320, -0.443, -0.088, -0.092, 0.075, 0.080, 0.059, 0.123, 0.044, 0.052, 0.077, 0.133, 0.072, 0.070, 0.040, 0.045, 0.071, 0.075, -0.215, -0.194, -0.202, -0.463, -0.216, -0.195, 1.138, -0.413, -0.210, -0.211, -0.202, -0.176, -0.230, -0.435, -0.197, -0.207, -0.200, -0.192, -0.220, 0.098, 0.106, 0.101, 0.111, 0.093, 0.070, 0.093, 0.082, 0.113, 0.098, 0.104, 0.093, 0.104, 0.075, 0.102, 0.107, 0.085, 0.099, 0.062, 0.108, 0.065, 0.081, 0.090, 0.066, 0.115, 0.096, 0.102, 0.099, 0.098, 0.106, 0.105, 0.090, 0.088]}



(2)
{"formula": "C40H60ClO24", "method": "ωB97M-V/def2-TZVPD", "homo_ev": [-10.18, -10.13], "lumo_ev": [-0.72, -7.80], "charge": 0, "multiplicity": 2, "elements": ["Cl", "O", "O", "O", "O", "O", "C", "O", "C", "C", "C", "H", "H", "H", "H", "H", "H", "O", "C", "O", "C", "C", "C", "H", "H", "H", "H", "H", "H", "O", "C", "O", "C", "C", "C", "H", "H", "H", "H", "H", "H", "O", "C", "O", "C", "C", "C", "H", "H", "H", "H", "H", "H", "O", "C", "O", "C", "C", "C", "H", "H", "H", "H", "H", "H", "O", "C", "O", "C", "C", "C", "H", "H", "H", "H", "H", "H", "O", "C", "O", "C", "C", "C", "H", "H", "H", "H", "H", "H", "O", "C", "O", "C", "C", "C", "H", "H", "H", "H", "H", "H", "O", "C", "O", "C", "C", "C", "H", "H", "H", "H", "H", "H", "O", "C", "O", "C", "C", "C", "H", "H", "H", "H", "H", "H"], "positions_angstrom": [[-0.212, 0.217, -0.098], [0.368, 1.425, 0.526], [0.707, -0.863, 0.057], [-1.457, -0.209, 0.512], [-0.446, 0.516, -1.476], [-5.971, -2.352, -4.115], [-4.914, -2.063, -3.507], [-4.139, -1.044, -3.866], [-3.004, -0.918, -2.997], [-2.966, -2.202, -2.305], [-4.363, -2.753, -2.302], [-3.256, -0.140, -2.277], [-2.152, -0.579, -3.588], [-2.357, -2.194, -1.401], [-2.382, -2.869, -2.938], [-5.056, -2.385, -1.546], [-4.481, -3.836, -2.351], [-3.957, -0.730, 4.750], [-4.236, 0.345, 4.162], [-4.897, 1.291, 4.787], [-5.050, 2.401, 4.002], [-4.936, 1.877, 2.582], [-3.975, 0.687, 2.763], [-4.287, 3.167, 4.139], [-6.023, 2.872, 4.142], [-4.595, 2.555, 1.801], [-5.911, 1.531, 2.237], [-2.911, 0.815, 2.565], [-4.414, -0.140, 2.205], [3.607, 4.664, -1.597], [3.063, 3.725, -2.147], [3.690, 2.546, -2.214], [2.903, 1.580, -2.852], [1.939, 2.402, -3.661], [1.723, 3.712, -2.890], [2.373, 1.005, -2.092], [3.473, 0.844, -3.419], [0.994, 1.903, -3.877], [2.442, 2.612, -4.605], [0.844, 3.599, -2.256], [1.549, 4.597, -3.501], [-2.132, 2.879, 6.028], [-1.405, 3.329, 5.136], [-0.911, 4.553, 5.158], [-0.068, 4.821, 4.022], [0.359, 3.475, 3.533], [-0.958, 2.695, 3.820], [0.781, 5.371, 4.427], [-0.637, 5.480, 3.366], [1.214, 3.083, 4.084], [0.638, 3.488, 2.479], [-0.782, 1.633, 3.990], [-1.643, 2.858, 2.988], [1.996, -4.561, -3.468], [1.756, -3.528, -4.003], [2.238, -3.191, -5.182], [1.958, -1.862, -5.541], [1.489, -1.197, -4.209], [1.014, -2.389, -3.392], [1.205, -1.926, -6.327], [2.809, -1.384, -6.027], [0.678, -0.507, -4.441], [2.376, -0.774, -3.737], [-0.068, -2.443, -3.505], [1.278, -2.309, -2.337], [-3.993, -4.437, 4.809], [-3.439, -3.837, 3.923], [-4.105, -3.612, 2.795], [-3.252, -2.894, 1.869], [-2.027, -2.533, 2.701], [-1.986, -3.391, 3.866], [-3.686, -1.927, 1.614], [-3.052, -3.472, 0.966], [-2.144, -1.525, 3.099], [-1.076, -2.633, 2.177], [-1.885, -2.891, 4.829], [-1.309, -4.231, 3.712], [-1.110, 5.687, -2.044], [-2.004, 4.903, -1.821], [-3.232, 5.312, -1.526], [-4.129, 4.215, -1.327], [-3.301, 3.016, -1.914], [-1.886, 3.400, -1.744], [-5.087, 4.340, -1.832], [-4.320, 3.922, -0.295], [-3.559, 2.893, -2.966], [-3.470, 2.034, -1.471], [-1.267, 2.962, -2.527], [-1.572, 3.068, -0.754], [5.955, -2.496, 1.872], [5.569, -2.281, 0.707], [6.290, -1.642, -0.279], [5.510, -1.390, -1.448], [4.095, -1.797, -1.115], [4.150, -2.571, 0.180], [5.838, -1.942, -2.329], [5.490, -0.320, -1.654], [3.662, -2.337, -1.957], [3.421, -0.967, -0.903], [4.028, -3.646, 0.040], [3.441, -2.259, 0.946], [6.286, 4.360, 0.020], [5.638, 3.517, 0.573], [5.873, 2.212, 0.526], [4.762, 1.485, 1.050], [3.697, 2.474, 1.458], [4.494, 3.746, 1.572], [5.064, 0.869, 1.897], [4.530, 0.832, 0.209], [3.218, 2.293, 2.420], [2.971, 2.514, 0.646], [4.910, 3.879, 2.571], [3.958, 4.620, 1.201], [3.235, -6.823, 0.961], [2.373, -5.975, 0.784], [2.149, -4.985, 1.650], [1.072, -4.233, 1.375], [0.202, -5.038, 0.524], [1.153, -5.958, -0.207], [1.284, -3.365, 0.751], [0.530, -3.904, 2.261], [-0.373, -4.373, -0.120], [-0.556, -5.645, 1.019], [1.705, -5.508, -1.032], [0.751, -6.923, -0.519]], "mulliken_spin": [0.003, 0.462, 0.336, 0.132, 0.056, 0.000, 0.000, 0.000, 0.000, 0.006, 0.000, 0.001, 0.000, -0.009, 0.000, 0.000, 0.000, 0.001, 0.000, 0.000, 0.000, 0.000, 0.001, 0.000, 0.000, 0.000, 0.000, -0.002, 0.000, 0.000, 0.000, -0.001, 0.006, 0.000, 0.000, -0.011, 0.001, 0.000, 0.000, -0.001, 0.000, 0.000, 0.000, 0.000, 0.000, 0.001, 0.000, 0.000, 0.000, 0.000, 0.001, 0.000, 0.000, 0.000, 0.000, 0.000, 0.000, 0.000, 0.001, 0.000, 0.000, 0.000, 0.000, 0.001, -0.002, 0.002, 0.000, 0.000, 0.001, -0.002, 0.000, 0.000, 0.000, 0.001, 0.001, 0.000, 0.000, 0.000, 0.000, 0.000, 0.000, 0.001, -0.001, 0.000, 0.000, 0.000, 0.000, 0.001, -0.004, 0.000, 0.000, 0.000, 0.000, 0.005, 0.000, 0.000, 0.000, 0.001, -0.006, 0.000, -0.001, 0.008, -0.001, 0.001, 0.005, -0.004, 0.002, 0.000, -0.003, 0.002, 0.003, 0.000, 0.000, 0.000, 0.000, 0.001, 0.002, 0.001, 0.000, 0.002, 0.000, 0.000, 0.000, 0.000, 0.000]}